Molecular formula: C2H5IO
Method: DFT, wB97M-V/def2-TZVPD

```
9
Properties=species:S:1:pos:R:3:nbo_charge:R:1
I 4.540 -0.289 -0.233 -0.086
O -0.940 -1.402 -0.391 -0.682
C -1.421 0.996 -0.074 -0.543
C -1.723 -0.318 -0.027 0.163
H -0.068 -1.208 -0.480 0.470
H -2.678 -0.784 0.279 0.180
H 4.717 -0.017 1.237 0.086
H -0.357 1.196 -0.311 0.189
H -2.070 1.826 0.000 0.222
```

As for the largest force on an atom: 4.3 eV/Å. As for the SMILES: C=CO.I. Its HOMO-LUMO gap is 9.9 eV. The calculation puts the molecular weight at 171.97 g/mol.